# C3H5FO

A structure of composition C3H5FO in a non-equilibrium geometry (the ωB97M-V functional and the def2-TZVPD basis, OMol25).

Last column: Löwdin charge in e.
Cartesian coordinates (Å):
C1 -0.5799 -0.1944 0.4813  -0.114
C2 0.2842 1.0115 0.0091  -0.100
C3 0.5421 -1.0123 -0.1577  -0.152
H1 -1.1718 -0.3222 1.3806  0.137
H2 -0.2026 1.4774 -0.8673  0.123
H3 0.7041 1.7944 0.6753  0.126
H4 1.0739 -1.5958 0.4763  0.094
H5 -0.2121 -1.2749 -1.0162  0.172
O1 1.3348 0.1075 -0.4781  -0.118
F1 -1.7726 0.0088 -0.5035  -0.168

Computed properties:
HOMO energy   -10.151 eV
Gap between HOMO and LUMO   11.198 eV
ΔE to the lowest compared entry with this formula, charge and spin   2.421 eV
E_tot   -7954.08829 eV
M   76.1 Da
E_LUMO   0.038 Eh

***

# C3H5FOS

A cluster of 2 separate species, C3H5FOS in total in a non-equilibrium geometry (the ωB97M-V functional and the def2-TZVPD basis, OMol25).

Last column: Löwdin charge in e.
Cartesian coordinates (Å):
C1 0.8214 -1.5535 0.6906  0.030
C2 3.3828 0.4347 2.3176  -0.326
C3 0.0191 -0.5627 0.4130  -0.287
O1 2.5659 1.9272 0.6495  -0.600
F1 -1.2736 -0.5657 0.5338  0.040
S1 2.3656 1.6877 2.0681  0.857
H1 1.8592 -1.4412 0.5356  0.037
H2 0.3912 -2.4632 1.0779  0.067
H3 3.3978 0.0162 3.3024  -0.010
H4 4.2122 0.0131 1.6072  0.090
H5 0.2381 0.4575 0.1083  0.102

Computed properties:
HOMO energy   -9.588 eV
Gap between HOMO and LUMO   9.060 eV
ΔE to the lowest compared entry with this formula, charge and spin   2.768 eV
E_tot   -18789.13318 eV
M   108.1 Da
E_LUMO   -0.019 Eh

***

# C3H5FOS

An isolated molecule of C3H5FOS in a non-equilibrium geometry (the ωB97M-V functional and the def2-TZVPD basis, OMol25).

Last column: Löwdin charge in e.
Cartesian coordinates (Å):
F1 -1.6270 1.9064 -0.8840  -0.028
C1 -1.1637 0.6149 -0.9038  -0.202
C2 -0.2150 0.3252 0.2097  -0.263
O1 0.4269 -0.8707 -0.0666  -0.133
C3 1.5010 -1.2418 0.6242  -0.687
S1 2.0431 -0.4698 1.9325  0.721
H1 -0.7340 0.4753 -1.8787  0.120
H2 -2.0045 -0.1133 -0.8337  0.136
H3 0.5159 1.1542 0.3193  0.114
H4 -0.6864 0.3493 1.2682  0.153
H5 1.9437 -2.1297 0.2130  0.070

Computed properties:
HOMO energy   -9.252 eV
Gap between HOMO and LUMO   9.535 eV
ΔE to the lowest compared entry with this formula, charge and spin   0.730 eV
E_tot   -18791.17115 eV
SMILES   FCCOC=S
M   108.1 Da
E_LUMO   0.010 Eh

***

# C3H5FOS

A cluster of 2 separate species, C3H5FOS in total in a non-equilibrium geometry (the ωB97M-V functional and the def2-TZVPD basis, OMol25).

Last column: Löwdin charge in e.
Cartesian coordinates (Å):
C1 0.0638 -0.6635 -0.5066  -0.737
C2 -0.4018 0.7328 -0.3776  -0.323
C3 -0.9361 -0.4525 0.4448  -0.308
H1 1.6323 -0.0617 1.6723  0.157
H2 0.0051 -1.1558 -1.4463  0.103
H3 -1.0190 1.0462 -1.2053  0.152
H4 1.3878 1.5554 -0.0799  0.103
H5 -0.6885 -0.6856 1.4061  0.111
O1 0.3989 1.7184 0.1134  -0.060
F1 -2.0876 -0.9979 0.0232  0.044
S1 1.6453 -1.0358 -0.0441  0.758

Computed properties:
HOMO energy   -9.272 eV
Gap between HOMO and LUMO   8.258 eV
ΔE to the lowest compared entry with this formula, charge and spin   4.071 eV
E_tot   -18787.82990 eV
M   108.1 Da
E_LUMO   -0.037 Eh

***

# C3H5FS

An isolated molecule of C3H5FS in a non-equilibrium geometry (the ωB97M-V functional and the def2-TZVPD basis, OMol25).

Last column: Löwdin charge in e.
Cartesian coordinates (Å):
F1 -1.9436 -1.4562 -0.1696  -0.045
C1 -1.0265 -0.4445 0.4127  -0.197
C2 0.5134 -0.6627 0.2608  -0.111
C3 -0.2143 0.4258 -0.4699  -0.647
S1 0.4858 2.0809 -0.3845  0.750
H1 -1.1209 0.3339 1.1769  0.139
H2 0.5727 -1.4673 -0.2490  0.026
H3 0.9798 -0.6629 1.2893  0.136
H4 -0.0063 0.0121 -1.4929  0.116
H5 1.7600 1.8409 -0.3737  -0.167

Computed properties:
HOMO energy   -9.386 eV
Gap between HOMO and LUMO   10.218 eV
ΔE to the lowest compared entry with this formula, charge and spin   2.963 eV
E_tot   -16741.21002 eV
SMILES   F[C@H]1C[C@@H]1S
M   92.1 Da
E_LUMO   0.031 Eh

***

# C3H5FS

A structure of composition C3H5FS in a non-equilibrium geometry (the ωB97M-V functional and the def2-TZVPD basis, OMol25).

Last column: Löwdin charge in e.
Cartesian coordinates (Å):
C1 -0.1892 -1.2175 -0.7084  -0.656
C2 0.3842 0.7129 1.0231  0.043
C3 -0.4811 0.1775 -0.6482  -0.392
F1 -1.7831 0.4270 -0.4011  -0.015
S1 1.0923 -1.7004 -1.5675  0.704
H1 -0.5556 -1.8109 0.0805  0.050
H2 0.3552 -0.1194 1.7122  0.038
H3 -0.1775 1.7552 1.2002  0.103
H4 1.3567 0.9664 0.7103  0.009
H5 -0.0019 0.8091 -1.4011  0.116

Computed properties:
HOMO energy   -8.971 eV
Gap between HOMO and LUMO   8.286 eV
ΔE to the lowest compared entry with this formula, charge and spin   1.941 eV
E_tot   -16742.23214 eV
M   92.1 Da
E_LUMO   -0.025 Eh

***

# C3H5FeO4

A structure of composition C3H5FeO4 in a non-equilibrium geometry (the ωB97M-V functional and the def2-TZVPD basis, OMol25).

Last column: Mulliken spin population.
Cartesian coordinates (Å):
O1 -4.0158 -1.3604 0.9619  0.018
C1 -3.3327 -1.3757 -0.0259  -0.023
C2 -1.9005 0.3800 2.0372  0.010
O2 -3.5610 -1.6488 -1.2409  0.075
O3 -1.9637 -0.9157 0.0227  0.041
C3 -1.3310 -0.4367 1.1589  0.002
H1 -1.4033 0.5467 2.9913  0.001
H2 -2.8418 0.8895 1.8372  0.000
H3 -0.3260 -0.8469 1.2580  0.001
H4 0.5938 -0.3553 -2.4641  0.004
O4 -0.2077 -0.7266 -2.8819  0.027
H5 -0.0035 -0.9286 -3.8028  0.002
Fe1 -1.7846 -1.2243 -1.9323  3.841

Computed properties:
HOMO energy (spin up / spin down)   -13.687 / -13.689 eV
Gap between HOMO and LUMO (spin up / spin down)   8.641 / 7.447 eV
Multiplicity   5
ΔE to the lowest compared entry with this formula, charge and spin   0.884 eV
E_tot   -45761.09722 eV
<S²>   6.009
M   160.9 Da
E_LUMO (spin up / spin down)   -0.185 / -0.229 Eh
Total charge   +1

***

# C3H5HgO3

A structure of composition C3H5HgO3 in a non-equilibrium geometry (the ωB97M-V functional and the def2-TZVPD basis, OMol25).

Last column: Mulliken spin population.
Cartesian coordinates (Å):
H1 1.3250 1.2677 0.7894  0.002
O1 -0.7709 1.3847 -0.0489  0.005
C1 0.4216 0.6709 0.2350  0.053
C2 -1.6963 0.4912 -0.6442  -0.006
O2 1.3749 0.7255 -0.7093  0.185
O3 -0.0202 -0.7352 0.3374  0.023
C3 -1.4195 -0.8021 0.1044  0.004
H2 -1.5068 0.3799 -1.7262  -0.003
H3 -2.7115 0.8769 -0.4952  -0.001
H4 -1.6560 -1.7037 -0.4715  0.003
H5 -1.9561 -0.8326 1.0638  0.001
Hg1 1.6878 -1.2848 -1.1903  0.734

Computed properties:
HOMO energy (spin up / spin down)   -8.268 / -9.070 eV
Gap between HOMO and LUMO (spin up / spin down)   8.805 / 7.292 eV
Multiplicity   2
ΔE to the lowest compared entry with this formula, charge and spin   1.579 eV
E_tot   -13505.34735 eV
<S²>   0.758
M   289.7 Da
E_LUMO (spin up / spin down)   0.020 / -0.065 Eh

***

# C3H5I

An isolated molecule of C3H5I in a non-equilibrium geometry (the ωB97M-V functional and the def2-TZVPD basis, OMol25).

Last column: Löwdin charge in e.
Cartesian coordinates (Å):
C1 -0.8268 0.1527 -0.1224  -0.399
C2 0.1903 1.1451 0.2096  -0.012
C3 0.1783 -1.0195 -0.0009  -0.538
I1 1.3350 -1.8695 -1.6464  0.649
H1 -1.4530 0.1541 0.7887  0.112
H2 -1.3131 0.1983 -1.0552  0.080
H3 1.1037 1.1594 -0.3605  0.038
H4 0.0767 1.3686 1.2874  0.072
H5 0.7087 -1.2891 0.8997  -0.002

Computed properties:
HOMO energy (spin up / spin down)   -8.206 / -8.067 eV
Gap between HOMO and LUMO (spin up / spin down)   8.321 / 8.115 eV
ΔE to the lowest compared entry with this formula, charge and spin   3.097 eV
E_tot   -11288.93181 eV
M   168.0 Da
E_LUMO (spin up / spin down)   0.004 / 0.002 Eh

***

# C3H5I2N2

The ion C3H5I2N2 with charge +1 in a non-equilibrium geometry (the ωB97M-V functional and the def2-TZVPD basis, OMol25).

Last column: Löwdin charge in e.
Cartesian coordinates (Å):
C1 -1.2192 1.1262 2.5861  -0.203
C2 1.2360 1.0696 2.2099  -0.755
C3 -2.2094 -2.2404 1.0611  -0.390
N1 -0.0222 1.1344 2.5055  -0.097
N2 2.0172 2.1442 2.1190  0.170
I1 -2.5023 -0.0191 0.8149  1.054
I2 2.2700 -0.7461 2.6317  0.984
H1 -2.7015 -2.5984 1.9893  0.025
H2 -1.3092 -2.8315 0.8307  0.027
H3 -2.9069 -2.4019 0.2025  -0.021
H4 1.6357 3.0317 1.9826  0.121
H5 2.9650 2.0440 1.9255  0.085

Computed properties:
HOMO energy (spin up / spin down)   -12.300 / -12.300 eV
Gap between HOMO and LUMO (spin up / spin down)   6.792 / 6.793 eV
ΔE to the lowest compared entry with this formula, charge and spin   3.249 eV
E_tot   -22362.86974 eV
M   322.9 Da
E_LUMO (spin up / spin down)   -0.202 / -0.202 Eh
Total charge   +1

***

# C3H5I3N

A cluster of 2 separate species, C3H5I3N in total in a non-equilibrium geometry (the ωB97M-V functional and the def2-TZVPD basis, OMol25).

Last column: Löwdin charge in e.
Cartesian coordinates (Å):
C1 -0.5821 -1.6604 -1.6411  -0.656
C2 -0.5296 -0.4019 -1.1938  -0.822
C3 0.5978 0.0409 0.7669  -0.673
N1 0.0515 1.1484 1.6233  0.057
I1 -1.4331 -2.0680 -3.5962  0.813
I2 -1.1317 1.4717 -1.6703  0.975
I3 2.5772 0.4294 0.0274  0.848
H1 -0.1745 -2.5711 -1.2077  0.041
H2 0.6647 -0.8269 1.3522  0.009
H3 0.8614 1.7948 1.9167  0.158
H4 -0.4283 1.8179 1.0998  0.030
H5 -0.4733 0.8253 2.5227  0.220

Computed properties:
HOMO energy   -12.540 eV
Gap between HOMO and LUMO   7.771 eV
ΔE to the lowest compared entry with this formula, charge and spin   2.276 eV
E_tot   -28972.95586 eV
M   435.8 Da
E_LUMO   -0.175 Eh
Total charge   +1

***

# C3H5IO

A structure of composition C3H5IO in a non-equilibrium geometry (the ωB97M-V functional and the def2-TZVPD basis, OMol25).

Last column: Löwdin charge in e.
Cartesian coordinates (Å):
C1 -0.3593 0.4448 -1.6436  0.047
C2 0.4915 -0.0064 -0.6305  -0.222
C3 -0.1370 -0.4107 0.6949  -0.316
O1 0.3194 -1.4024 1.4572  0.031
I1 0.8246 2.0826 1.8138  0.023
H1 0.1264 0.8953 -2.4686  0.047
H2 -1.4322 0.4900 -1.5287  0.063
H3 1.5369 -0.0988 -0.6923  0.077
H4 -1.2594 -0.1977 0.7974  0.131
H5 -0.1110 -1.7967 2.2005  0.120

Computed properties:
HOMO energy (spin up / spin down)   -8.235 / -8.235 eV
Gap between HOMO and LUMO (spin up / spin down)   6.974 / 6.975 eV
ΔE to the lowest compared entry with this formula, charge and spin   1.555 eV
E_tot   -13337.81854 eV
M   184.0 Da
E_LUMO (spin up / spin down)   -0.046 / -0.046 Eh

***

Question: Which value of ΔE to the lowest compared entry with this formula, charge and spin does entry 7 give?
Answer: 0.884 eV